[1]
A molecular structure, C23H28F6N6O2PPb. Source: the Open Molecules 2025 dataset; level of theory: ωB97M-V/def2-TZVPD.

Geometry as ORCA input:
```
! RIJCOSX wB97M-V def2-TZVPD def2/J DEFGRID3
* xyz 2 2
Pb 0.47 0.59 -0.09
F -1.12 -0.04 -1.86
P -1.13 -1.75 -1.77
F 0.45 -1.64 -2.09
F -0.65 -1.39 -0.10
F -1.01 -3.27 -1.45
F -1.51 -1.87 -3.27
F -2.62 -1.66 -1.27
N 2.42 0.36 -0.88
C 3.30 -0.23 -0.14
C 3.04 -0.94 1.13
C 3.60 -0.47 2.31
C 3.27 -1.08 3.51
C 2.43 -2.20 3.52
C 1.91 -2.69 2.33
C 2.21 -2.07 1.13
C 4.70 -0.14 -0.61
C 5.62 -1.12 -0.24
C 6.91 -1.07 -0.72
C 7.30 -0.03 -1.55
C 6.40 0.96 -1.91
C 5.10 0.91 -1.45
H 4.29 0.37 2.29
H 3.72 -0.73 4.43
H 2.21 -2.70 4.45
H 1.28 -3.57 2.34
H 1.82 -2.46 0.20
H 5.31 -1.94 0.40
H 7.62 -1.84 -0.45
H 8.32 0.02 -1.92
H 6.71 1.78 -2.55
H 4.38 1.68 -1.71
C -3.20 3.88 -2.58
N -2.58 2.96 -1.62
C -3.40 2.64 -0.45
C -1.30 2.59 -1.70
N -0.57 2.40 -0.55
N -0.69 2.45 -2.86
C -1.40 2.03 -4.07
C 0.77 2.41 -2.96
H -3.98 3.38 -3.15
H -2.45 4.28 -3.25
H -3.65 4.70 -2.02
H -4.42 2.43 -0.78
H -3.44 3.47 0.26
H -3.03 1.74 0.04
H -1.02 2.81 0.26
H -2.40 1.69 -3.82
H -0.86 1.19 -4.50
H -1.45 2.83 -4.80
H 1.22 3.03 -2.18
H 1.06 2.81 -3.93
H 1.15 1.39 -2.89
C 2.03 2.46 4.44
N 1.08 1.41 4.03
C 0.46 0.62 4.89
C -0.43 -0.37 4.44
C -0.67 -0.55 3.00
O -1.43 -1.40 2.61
N 0.03 0.32 2.16
C 0.85 1.28 2.62
O 1.42 2.05 1.85
H 2.18 2.38 5.52
H 1.62 3.43 4.18
H 2.96 2.31 3.91
H 0.66 0.76 5.95
H -0.96 -1.00 5.13
*
```

⟨S²⟩ ... 0.77
HOMO-LUMO gap (alpha / beta) ... 6.67 / 4.38 eV
Energy above the lowest of the compared OMol25 structures with the same formula, charge and spin ... 53.4 kcal per mole

---

[2]
7 unconnected molecules or ions with the total composition C23H28F8O19. Source: the Open Molecules 2025 dataset; level of theory: ωB97M-V/def2-TZVPD.

Geometry as ORCA input:
```
! RIJCOSX wB97M-V def2-TZVPD def2/J DEFGRID3
* xyz 0 1
C -1.39 -5.92 1.27
C 0.11 -5.60 0.96
O 0.25 -5.93 -0.41
C -0.97 -6.26 -0.93
O -1.13 -6.75 -2.01
O -1.97 -6.22 0.00
H -1.91 -5.06 1.75
H -1.33 -6.79 1.93
H 0.74 -6.19 1.57
H 0.30 -4.54 1.09
C -4.56 -2.90 1.47
C -3.99 -1.68 0.59
O -2.89 -1.29 1.46
C -2.57 -2.27 2.33
O -1.56 -2.23 2.99
O -3.49 -3.19 2.40
H -4.70 -3.85 0.84
H -5.44 -2.66 2.00
H -4.69 -0.87 0.49
H -3.68 -2.06 -0.37
C -2.22 2.59 0.58
C -1.62 3.94 1.10
O -1.04 4.49 -0.04
C -0.86 3.57 -1.01
O -0.11 3.63 -1.93
O -1.62 2.54 -0.73
H -3.29 2.70 0.44
H -1.89 1.72 1.14
H -0.75 3.72 1.76
H -2.37 4.56 1.55
C 1.11 0.24 4.56
C 0.79 -0.63 5.77
O 1.93 -0.36 6.63
C 2.57 0.72 6.20
O 3.50 1.23 6.77
O 2.11 1.12 5.01
H 0.23 0.75 4.24
H 1.47 -0.28 3.63
H 0.85 -1.73 5.59
H -0.08 -0.29 6.29
C 3.60 4.60 -0.25
C 3.03 5.23 1.08
O 1.92 4.35 1.39
C 1.92 3.30 0.50
O 1.10 2.41 0.52
O 2.91 3.39 -0.38
H 4.72 4.40 -0.18
H 3.39 5.25 -1.09
H 2.60 6.17 0.86
H 3.74 5.19 1.93
C -0.14 -0.28 -0.26
C 0.94 -1.23 0.15
O 0.31 -2.53 0.07
C -0.87 -2.43 -0.55
O -1.64 -3.33 -0.74
O -1.14 -1.16 -0.83
H 0.00 0.43 -1.01
H -0.63 0.17 0.58
H 1.24 -1.09 1.19
H 1.83 -1.28 -0.45
C 1.88 0.52 -4.85
C 2.49 1.85 -5.13
C 2.39 2.87 -4.02
F 3.22 2.40 -3.03
F 2.77 4.11 -4.29
F 3.80 1.73 -5.48
F 1.78 2.37 -6.19
O 0.43 0.67 -4.60
C -0.20 -0.50 -4.27
C -1.60 -0.05 -4.05
F -2.41 -1.11 -3.99
F -1.60 0.74 -2.93
F 0.03 -1.38 -5.27
F 0.44 -1.03 -3.16
H 2.33 0.05 -4.00
H 2.11 -0.05 -5.71
H 1.38 2.82 -3.67
H -1.94 0.49 -4.86
*
```

HOMO-LUMO gap ... 10.58 eV

---

[3]
C23H28FN3O2S in the gas phase. Source: the Open Molecules 2025 dataset; level of theory: ωB97M-V/def2-TZVPD.

Geometry as ORCA input:
```
! RIJCOSX wB97M-V def2-TZVPD def2/J DEFGRID3
* xyz 0 1
O 2.81 1.15 2.57
C 1.94 0.41 2.16
N 2.21 -0.78 1.57
H 1.47 -1.32 1.16
C 3.56 -1.25 1.37
C 4.04 -1.14 -0.08
H 3.41 -1.77 -0.71
H 5.06 -1.52 -0.13
C 4.01 0.30 -0.58
N 2.66 0.70 -0.97
C 2.43 2.13 -0.82
C 0.96 2.42 -1.12
O 0.57 1.98 -2.40
C 0.86 0.62 -2.58
C 2.33 0.31 -2.32
H 2.50 -0.76 -2.45
H 2.95 0.85 -3.06
H 0.59 0.38 -3.61
H 0.25 0.01 -1.90
H 0.77 3.50 -1.10
H 0.34 1.93 -0.35
H 2.65 2.42 0.20
H 3.06 2.71 -1.51
H 4.34 0.96 0.23
H 4.71 0.42 -1.42
H 3.63 -2.29 1.71
H 4.20 -0.63 2.01
C 0.49 0.71 2.35
C -0.51 0.29 1.48
C -1.86 0.58 1.71
C -2.18 1.31 2.86
C -1.18 1.73 3.73
C 0.14 1.45 3.47
H 0.92 1.78 4.14
H -1.47 2.30 4.60
S -3.83 1.79 3.29
C -4.69 1.36 1.75
C -4.18 0.01 1.27
N -2.81 0.10 0.82
C -2.57 0.15 -0.60
C -2.21 -1.19 -1.21
C -2.12 -1.30 -2.59
C -1.77 -2.50 -3.19
C -1.52 -3.59 -2.38
C -1.61 -3.51 -1.00
C -1.96 -2.31 -0.42
H -2.04 -2.23 0.65
H -1.41 -4.39 -0.40
F -1.17 -4.77 -2.95
H -1.69 -2.60 -4.26
H -2.32 -0.44 -3.21
H -1.75 0.85 -0.81
H -3.46 0.54 -1.10
H -4.79 -0.37 0.45
H -4.24 -0.71 2.10
H -5.76 1.33 1.99
H -4.50 2.14 1.01
H -0.25 -0.28 0.59
*
```

HOMO-LUMO gap ... 8.38 eV

---

Let's list DFT total energy in order: -2505.26109 -3121.75214 -1706.05184 a.u..